2 unconnected molecules or ions with the total composition C5H13N2O in a non-equilibrium geometry. Source: the OMol25 dataset; level of theory: ωB97M-V with the def2-TZVPD basis set.

electronic energy	-382.60438	hartree
molecular weight	117.17	g/mol
HOMO level	-13.594	eV
E_LUMO	-0.2794	Ha
energy relative to the best compared isomer or geometry (same formula, charge and spin)	7.000	eV
HOMO-LUMO gap	5.99	eV

```
! wB97M-V def2-TZVPD RIJCOSX def2/J DEFGRID3
* xyz 1 1
C 1.342 0.218 -1.690
C 0.014 1.025 -1.613
C -0.413 1.677 -0.326
C -1.137 0.906 0.609
N -0.197 -0.144 1.522
C -0.705 1.206 2.094
N 1.154 -1.198 -1.506
H 1.707 0.323 -2.737
H 1.994 0.818 -0.984
H 0.064 1.762 -2.506
H -0.611 0.247 -2.007
H -0.312 2.800 -0.200
H -2.160 0.574 0.401
H 0.103 1.981 2.156
H -1.330 1.021 3.013
H 1.162 -1.520 -0.550
H 1.861 -1.697 -2.046
H -0.505 -1.745 1.054
H -1.117 -3.259 1.130
H 0.805 0.116 1.411
O -0.370 -2.777 0.913
*
```

These are the Löwdin partial charges, in e, on atoms 1 to 5: atom 1 (C): -0.255, atom 2 (C): -0.134, atom 3 (C): 0.139, atom 4 (C): -0.157, atom 5 (N): 0.079

A molecular structure, C45H62CsN5O9S2Si in a non-equilibrium geometry. Source: the OMol25 dataset; level of theory: ωB97M-V with the def2-TZVPD basis set.

electronic energy	-3809.16335	hartree
molecular weight	1042.14	g/mol
HOMO level	-2.582	eV
E_LUMO	0.1326	Ha
energy relative to the best compared isomer or geometry (same formula, charge and spin)	0.743	eV
HOMO-LUMO gap	6.19	eV

```
! wB97M-V def2-TZVPD RIJCOSX def2/J DEFGRID3
* xyz -2 1
Cs -1.855 0.180 -0.957
O -5.322 0.236 2.098
C -4.154 -0.090 1.751
N -3.170 0.693 1.384
C -3.512 2.087 1.422
C -2.451 3.004 0.867
C -2.775 4.333 0.575
C -1.813 5.167 0.040
C -0.535 4.668 -0.171
C -0.292 3.352 0.186
N -1.219 2.541 0.686
C -3.795 -1.565 1.827
C -4.719 -2.413 2.445
C -4.412 -3.748 2.618
C -3.178 -4.210 2.175
C -2.331 -3.302 1.559
N -2.626 -2.019 1.370
H -4.460 2.280 0.893
H -3.711 2.403 2.461
H -3.782 4.692 0.758
H -2.055 6.192 -0.218
H 0.247 5.281 -0.600
H 0.696 2.924 0.071
H -5.651 -1.981 2.780
H -5.110 -4.425 3.098
H -2.877 -5.241 2.307
H -1.352 -3.621 1.210
C 0.719 -3.582 -0.847
O 0.345 -4.206 -2.069
C -0.979 -4.653 -2.103
C -2.014 -3.513 -2.135
O -1.577 -2.378 -2.830
C -1.286 -2.613 -4.187
C -0.857 -1.316 -4.850
O 0.227 -0.689 -4.216
C 1.444 -1.385 -4.324
H 0.771 -4.321 -0.039
H 0.026 -2.781 -0.572
H 1.702 -3.143 -0.981
H -1.214 -5.291 -1.237
H -1.062 -5.265 -3.005
H -2.234 -3.167 -1.126
H -2.940 -3.912 -2.575
H -2.175 -2.990 -4.716
H -0.492 -3.364 -4.276
H -1.676 -0.601 -4.830
H -0.612 -1.543 -5.900
H 1.710 -1.543 -5.381
H 1.416 -2.353 -3.812
H 2.205 -0.765 -3.853
O -3.179 1.227 -5.028
S -3.219 1.547 -3.611
O -3.830 0.545 -2.760
N -1.839 1.915 -2.970
C -0.876 2.646 -3.604
C -1.105 3.560 -4.630
C -0.066 4.298 -5.209
C 1.233 4.143 -4.802
C 1.529 3.216 -3.780
C 2.847 2.974 -3.329
C 3.076 2.044 -2.354
C 1.974 1.357 -1.806
N 0.739 1.570 -2.186
C 0.488 2.470 -3.164
C -4.309 2.974 -3.464
C -4.588 3.453 -2.193
C -5.433 4.539 -2.042
C -5.991 5.148 -3.160
C -5.705 4.667 -4.430
C -4.863 3.573 -4.582
H -2.117 3.690 -4.987
H -0.302 5.002 -5.999
H 2.037 4.712 -5.256
H 3.663 3.531 -3.777
H 4.075 1.828 -2.000
H 2.129 0.611 -1.028
H -4.149 2.960 -1.335
H -5.663 4.912 -1.051
H -6.656 5.995 -3.038
H -6.134 5.147 -5.301
H -4.634 3.163 -5.559
C -0.572 -0.010 3.504
C 0.937 0.236 3.545
C 1.209 1.722 3.300
C 1.477 -0.179 4.922
O 1.522 -0.512 2.479
Si 3.064 -1.037 2.222
S 3.461 -1.257 0.239
O 3.316 -2.406 3.175
C 2.837 -3.727 2.961
C 1.431 -3.752 2.348
C 3.807 -4.498 2.058
C 2.791 -4.388 4.342
O 4.003 0.061 3.050
C 5.382 0.110 3.351
C 5.872 1.508 2.964
C 5.524 -0.100 4.864
C 6.219 -0.943 2.620
H -1.065 0.591 4.272
H -0.792 -1.065 3.687
H -0.991 0.245 2.529
H 0.777 2.334 4.097
H 0.752 2.006 2.353
H 2.283 1.891 3.248
H 0.980 0.397 5.706
H 2.552 -0.007 4.975
H 1.290 -1.241 5.091
H 1.446 -3.278 1.365
H 0.737 -3.190 2.975
H 1.077 -4.781 2.256
H 3.937 -3.941 1.130
H 3.423 -5.498 1.838
H 4.780 -4.589 2.549
H 2.103 -3.841 4.990
H 3.784 -4.368 4.797
H 2.456 -5.425 4.257
H 5.265 2.264 3.467
H 5.756 1.637 1.886
H 6.921 1.648 3.236
H 4.944 0.654 5.401
H 6.570 -0.038 5.177
H 5.128 -1.086 5.115
H 6.096 -0.837 1.543
H 5.874 -1.941 2.894
H 7.274 -0.834 2.888
*
```

These are the Löwdin partial charges, in e, on atoms 1 to 5: atom 1 (Cs): 1.294, atom 2 (O): -0.073, atom 3 (C): -0.568, atom 4 (N): -0.150, atom 5 (C): -0.229

A molecular structure, C16H32B3ClNO5 in a non-equilibrium geometry. Source: the OMol25 dataset; level of theory: ωB97M-V with the def2-TZVPD basis set.

electronic energy	-1594.83652	hartree
molecular weight	386.32	g/mol
HOMO level	-1.223	eV
E_LUMO	0.0712	Ha
energy relative to the best compared isomer or geometry (same formula, charge and spin)	0.000	eV
HOMO-LUMO gap	3.16	eV

```
! wB97M-V def2-TZVPD RIJCOSX def2/J DEFGRID3
* xyz -1 1
C 2.606 -1.244 3.818
C 1.888 0.060 3.488
C 2.048 0.464 2.020
C 1.910 1.964 1.796
C 3.061 2.761 2.457
B 0.530 2.469 2.327
O 0.374 3.667 3.025
B -0.382 3.449 4.146
Cl 0.238 4.068 5.682
O -1.528 2.716 4.096
B -1.505 1.665 3.185
C -2.463 0.428 3.317
C -2.511 -0.346 2.019
O -3.564 -0.662 1.472
O -0.601 1.680 2.154
H 3.636 -1.055 4.098
H 2.139 -1.704 4.682
H 2.567 -1.928 2.982
H 2.213 0.844 4.167
H 0.826 -0.090 3.673
H 1.252 -0.029 1.474
H 2.971 0.082 1.600
H 1.952 2.192 0.732
H 3.125 3.743 2.007
H 3.991 2.224 2.320
H 2.885 2.895 3.517
H -3.480 0.712 3.561
H -2.075 -0.255 4.070
H -1.558 -0.633 1.545
C -2.157 -2.114 -1.348
C -1.481 -2.052 -2.731
C -2.221 -1.015 -3.588
C -1.957 0.445 -3.207
C -0.560 0.649 -2.603
C 0.447 -0.446 -2.978
N -0.061 -1.722 -2.530
O 0.820 -2.773 -2.839
C 1.731 -0.171 -2.204
C 0.783 -0.369 -4.480
C -1.674 -3.402 -3.404
H -1.673 -2.871 -0.729
H -3.224 -2.369 -1.425
H -2.083 -1.159 -0.826
H -1.934 -1.159 -4.633
H -3.298 -1.216 -3.552
H -2.064 1.063 -4.103
H -2.717 0.803 -2.506
H -0.175 1.630 -2.905
H -0.633 0.680 -1.510
H 1.549 -0.283 -1.138
H 2.088 0.851 -2.394
H 2.515 -0.870 -2.492
H 1.196 0.615 -4.737
H -0.093 -0.533 -5.110
H 1.525 -1.125 -4.733
H -2.746 -3.611 -3.499
H -1.219 -4.201 -2.824
H -1.230 -3.414 -4.400
*
```

These are the Löwdin partial charges, in e, on atoms 1 to 5: atom 1 (C): -0.094, atom 2 (C): -0.235, atom 3 (C): -0.177, atom 4 (C): -0.221, atom 5 (C): -0.049

2 unconnected molecules or ions with the total composition C7H14O in a non-equilibrium geometry. Source: the OMol25 dataset; level of theory: ωB97M-V with the def2-TZVPD basis set.

electronic energy	-350.27886	hartree
structure (SMILES)	C/C=C/C=C/CC.O
molecular weight	114.19	g/mol
HOMO level	-8.239	eV
E_LUMO	0.0257	Ha
energy relative to the best compared isomer or geometry (same formula, charge and spin)	2.193	eV
HOMO-LUMO gap	8.94	eV

```
! wB97M-V def2-TZVPD RIJCOSX def2/J DEFGRID3
* xyz 0 1
C -0.622 -0.605 -2.920
C -0.517 -1.585 -1.783
C -0.275 -0.955 -0.448
C -1.271 -0.565 0.355
C -1.017 0.176 1.650
C 0.084 1.005 1.836
C 0.369 1.503 3.260
H -1.688 -0.474 -3.161
H -0.124 0.376 -2.654
H -0.236 -0.919 -3.885
H 0.425 -2.185 -1.965
H -1.409 -2.193 -1.717
H 0.733 -0.940 -0.044
H -2.336 -0.735 0.151
H -1.574 -0.023 2.434
H 0.805 1.249 1.017
H -0.197 0.866 3.986
H 0.109 2.522 3.482
H 1.445 1.359 3.447
H 3.190 0.539 -0.940
H 1.759 0.677 -1.438
O 2.346 0.908 -0.663
*
```

These are the Löwdin partial charges, in e, on atoms 1 to 5: atom 1 (C): -0.122, atom 2 (C): -0.279, atom 3 (C): -0.158, atom 4 (C): -0.092, atom 5 (C): -0.092

A molecular structure, C36H32F5N3PdSSe in a non-equilibrium geometry. Source: the OMol25 dataset; level of theory: ωB97M-V with the def2-TZVPD basis set.

electronic energy	-4982.13579	hartree
molecular weight	819.11	g/mol
HOMO level (spin up / spin down)	-6.868 / -6.864	eV
E_LUMO (spin up / spin down)	-0.0171 / -0.0169	Ha
energy relative to the best compared isomer or geometry (same formula, charge and spin)	0.924	eV
HOMO-LUMO gap (spin up / spin down)	6.40 / 6.40	eV

```
! wB97M-V def2-TZVPD RIJCOSX def2/J DEFGRID3
* xyz 0 1
Pd 0.821 0.106 1.594
C -2.806 2.328 2.738
C -3.391 1.470 3.656
C -2.730 0.329 4.070
C -1.457 0.030 3.580
C -0.888 0.885 2.621
C -1.560 2.017 2.202
C -0.658 -1.110 4.050
C -1.074 -2.011 5.055
C -0.242 -3.013 5.474
C 1.050 -3.126 4.915
C 2.004 -4.089 5.296
C 3.254 -4.093 4.735
C 3.614 -3.133 3.779
C 2.706 -2.191 3.381
C 1.405 -2.176 3.922
N 0.548 -1.223 3.508
H -3.326 3.224 2.428
H -4.370 1.693 4.057
H -3.210 -0.334 4.774
H -1.117 2.672 1.456
H -2.050 -1.901 5.497
H -0.560 -3.705 6.241
H 1.735 -4.820 6.042
H 3.981 -4.829 5.043
H 4.612 -3.140 3.366
H 2.962 -1.407 2.673
F 7.305 -0.962 0.312
C 6.128 -0.328 0.429
C 6.069 1.043 0.685
F 7.204 1.734 0.850
C 4.853 1.699 0.757
F 4.847 3.023 0.968
C 3.626 1.023 0.613
S 2.132 1.875 0.592
C 3.733 -0.367 0.403
F 2.589 -1.117 0.334
C 4.938 -1.034 0.294
F 4.945 -2.351 0.055
C 1.415 -0.619 -5.417
C 0.537 -1.224 -4.329
C 1.206 -1.225 -2.957
C 1.298 0.160 -2.319
N 0.005 0.750 -2.089
C -0.888 0.327 -1.159
Se -0.683 -1.101 0.004
N -1.997 1.108 -1.235
C -3.218 0.853 -0.513
C -3.962 -0.364 -1.072
C -4.292 -0.279 -2.561
C -5.356 0.760 -2.887
C -1.785 2.085 -2.180
C -2.548 3.170 -2.588
C -2.016 3.989 -3.569
C -0.764 3.745 -4.124
C 0.016 2.681 -3.709
C -0.507 1.852 -2.726
H 0.931 -0.712 -6.387
H 2.373 -1.133 -5.462
H 1.603 0.437 -5.236
H 0.304 -2.255 -4.603
H -0.407 -0.677 -4.277
H 2.217 -1.627 -3.038
H 0.643 -1.878 -2.287
H 1.879 0.842 -2.937
H 1.789 0.079 -1.348
H -3.833 1.750 -0.560
H -2.956 0.657 0.532
H -4.880 -0.487 -0.497
H -3.340 -1.246 -0.899
H -4.653 -1.257 -2.884
H -3.387 -0.061 -3.133
H -6.241 0.603 -2.276
H -5.644 0.683 -3.933
H -4.990 1.767 -2.713
H -3.510 3.388 -2.153
H -2.584 4.842 -3.905
H -0.389 4.408 -4.887
H 0.993 2.519 -4.132
*
```

These are the Löwdin partial charges, in e, on atoms 1 to 5: atom 1 (Pd): 0.439, atom 2 (C): -0.094, atom 3 (C): -0.088, atom 4 (C): -0.030, atom 5 (C): -0.186

A gas-phase ion, C14H24ClFIN2OS (charge +1) in a non-equilibrium geometry. Source: the OMol25 dataset; level of theory: ωB97M-V with the def2-TZVPD basis set.

electronic energy	-1988.01179	hartree
molecular weight	449.78	g/mol
HOMO level	-12.517	eV
E_LUMO	-0.1749	Ha
HOMO-LUMO gap	7.76	eV

```
! wB97M-V def2-TZVPD RIJCOSX def2/J DEFGRID3
* xyz 1 1
N -0.589 -3.935 -0.554
C -0.197 -3.350 0.785
O -0.836 -3.870 1.870
C 0.946 -2.202 1.053
C 0.788 -0.985 -0.076
C 0.501 0.484 0.611
N 1.345 1.619 -0.008
C 2.865 1.508 -0.073
C 3.524 2.042 -1.477
C 3.495 0.910 -2.696
I 2.892 1.889 -4.568
C 0.707 2.773 -0.480
S -1.126 2.544 -0.169
C -1.039 0.965 0.904
C -1.194 1.522 2.448
C -2.294 0.691 3.355
F -2.337 1.405 4.685
C -2.304 0.080 0.354
C -2.452 0.013 -1.277
C -2.889 -1.549 -1.680
Cl -4.104 -1.497 -3.098
H -1.624 -3.982 -0.673
H -0.138 -3.450 -1.361
H 2.003 -2.713 0.869
H 0.951 -1.793 2.164
H -0.055 -1.341 -0.810
H 1.802 -0.996 -0.704
H 1.068 0.359 1.654
H 3.338 2.175 0.791
H 3.249 0.406 0.134
H 4.683 2.219 -1.254
H 3.116 3.078 -1.853
H 2.692 0.113 -2.387
H 4.570 0.420 -2.792
H 1.215 3.727 -0.985
H -1.503 2.674 2.480
H -0.171 1.473 3.060
H -3.385 0.710 2.931
H -1.927 -0.410 3.580
H -2.281 -0.988 0.831
H -3.300 0.602 0.755
H -1.466 0.231 -1.869
H -3.337 0.723 -1.608
H -3.267 -2.170 -0.761
H -1.936 -2.130 -2.102
*
```

These are the Löwdin partial charges, in e, on atoms 1 to 5: atom 1 (N): 0.094, atom 2 (C): -0.307, atom 3 (O): -0.074, atom 4 (C): -0.081, atom 5 (C): -0.114